Formula: C11H22FO2PS
Source: the OMol25 dataset
Level of theory: ωB97M-V/def2-TZVPD

The geometry in XYZ format:
```
38
Properties=species:S:1:pos:R:3:forces:R:3:mulliken_charge:R:1
C -4.968 -2.151 -2.026 -0.3 0.1 0.1 -0.50
C -5.226 -0.853 -1.715 0.3 -0.1 -1.1 -0.33
P -4.012 0.268 -1.051 0.1 0.8 -0.4 0.01
S -3.139 1.278 -2.726 0.1 -0.3 -0.4 -0.30
C -2.587 -0.795 -0.414 0.2 0.1 -0.2 0.06
F -2.776 -2.172 -0.532 0.1 0.0 0.1 -0.32
C -2.272 -0.446 1.031 0.6 -0.2 -0.1 -0.66
C -0.866 -0.923 1.438 -0.2 -0.2 0.2 -1.18
H -4.267 -2.453 -2.798 1.3 0.0 1.1 0.28
H -5.481 -2.959 -1.506 -1.1 0.0 -1.1 0.24
H -6.224 -0.440 -1.842 -0.4 -0.4 1.7 0.38
H -2.829 2.475 -2.209 -0.2 -0.1 0.3 0.13
H -1.708 -0.541 -1.014 -0.1 0.0 -0.1 0.34
H -2.311 0.641 1.119 -0.2 0.0 0.1 0.42
H -3.002 -0.916 1.691 -0.3 0.3 0.0 0.47
H -0.918 -1.897 1.925 0.0 -0.1 -0.1 0.43
H -0.207 -1.007 0.574 0.0 0.1 0.0 0.26
H -0.405 -0.237 2.146 0.0 0.0 -0.1 0.30
C 2.498 2.743 -0.808 0.1 -0.1 0.2 -1.20
C 1.217 2.138 -0.286 0.0 0.0 0.0 0.68
O 1.192 1.491 0.736 -0.2 0.2 -0.1 -0.46
C -0.033 2.375 -1.097 0.0 -0.1 0.2 -0.62
H 3.320 2.498 -0.138 0.0 0.0 0.0 0.28
H 2.719 2.350 -1.801 0.0 0.1 -0.1 0.33
H 2.400 3.827 -0.874 0.0 0.0 -0.1 0.36
H 0.082 1.968 -2.102 0.0 0.1 0.0 0.39
H -0.233 3.446 -1.166 0.0 0.0 -0.1 0.39
H -0.876 1.887 -0.613 0.0 0.0 0.0 -0.21
C 3.209 -0.276 1.954 0.3 0.0 0.1 -0.70
C 4.558 -0.758 1.484 0.0 0.0 0.0 0.76
O 5.461 0.011 1.244 0.0 0.0 0.0 -0.56
C 4.732 -2.251 1.322 0.2 0.1 -0.1 -1.11
H 3.213 0.805 2.028 0.0 0.0 0.0 0.23
H 2.436 -0.577 1.249 -0.1 -0.1 0.1 0.05
H 2.982 -0.703 2.934 -0.1 -0.1 -0.1 0.42
H 4.016 -2.634 0.593 -0.1 0.0 0.1 0.31
H 4.563 -2.753 2.275 -0.1 0.0 0.0 0.32
H 5.741 -2.465 0.978 0.0 0.0 0.0 0.31
```
Positions in Å, forces in eV/Å.

## Properties
charge = 0
ΔE to the lowest compared entry with this formula, charge and spin = 0.00 kcal per mole
SMILES = C=CP(S)[C@H](F)CC.CC(C)=O.CC(C)=O
highest occupied orbital energy = -8.28 eV